Entry 1:
Density functional theory data (ωB97M-V/def2-TZVPD) for a cluster of 2 separate species, C9H6N2O2S in total.

Results
Relative energy (zero: lowest compared OMol25 entry of this formula, charge and spin) ... 20.2 kcal/mol
Orbital gap (alpha / beta) ... 0.2673 / 0.2678 Ha
Highest occupied orbital energy (alpha / beta) ... -9.6 / -9.6 eV

The geometry in ORCA input format:
```
! RIJCOSX wB97M-V def2-TZVPD def2/J DEFGRID3
* xyz 0 1
C -3.47 -0.87 -0.04
C -1.44 -1.47 -1.24
C 2.80 -0.38 0.63
C 2.47 0.06 -0.71
C 2.00 -0.07 1.72
C 1.20 0.61 -0.88
C 0.68 0.33 1.46
C 0.34 0.60 0.20
C -2.59 -0.72 -1.16
N -4.01 -0.92 0.96
N -0.40 -2.03 -1.23
O -1.90 1.54 1.21
O -1.29 2.23 -1.06
S -1.29 1.22 -0.05
H 3.72 -0.80 0.63
H 3.16 -0.08 -1.50
H 2.35 -0.19 2.73
H 0.81 0.79 -1.86
H -0.27 0.35 2.17
H -2.87 -0.21 -2.00
*
```

Entry 2:
Density functional theory data (ωB97M-V/def2-TZVPD) for the molecule C14H13NO3S.

Results
Relative energy (zero: lowest compared OMol25 entry of this formula, charge and spin) ... 0.0 kcal/mol
Orbital gap ... 0.3103 Ha
SMILES ... O=C(O)CSCC(=O)Nc1cccc2ccccc12
Highest occupied orbital energy ... -8.0 eV

The geometry in ORCA input format:
```
! RIJCOSX wB97M-V def2-TZVPD def2/J DEFGRID3
* xyz 0 1
O 5.30 0.05 -0.02
C 4.51 0.22 -0.90
O 4.69 -0.23 -2.15
H 5.53 -0.71 -2.22
C 3.18 0.94 -0.79
H 2.39 0.30 -1.17
H 3.22 1.85 -1.38
S 2.81 1.43 0.92
C 2.68 -0.21 1.69
C 1.57 -1.05 1.06
O 1.77 -2.19 0.70
N 0.40 -0.37 0.96
C -0.83 -0.79 0.44
C -1.08 -2.11 0.20
C -2.33 -2.52 -0.29
C -3.31 -1.61 -0.54
C -3.08 -0.23 -0.31
C -4.09 0.72 -0.56
C -3.87 2.05 -0.36
C -2.62 2.49 0.10
C -1.63 1.59 0.36
C -1.82 0.20 0.18
H -0.67 1.97 0.70
H -2.45 3.54 0.25
H -4.65 2.77 -0.56
H -5.05 0.37 -0.93
H -4.28 -1.92 -0.91
H -2.50 -3.57 -0.47
H -0.32 -2.85 0.39
H 0.45 0.60 1.26
H 3.63 -0.72 1.61
H 2.45 -0.02 2.74
*
```

Entry 3:
Density functional theory data (ωB97M-V/def2-TZVPD) for a structure of composition C45H37Cl2N6O3P2S2TeY.

Results
Relative energy (zero: lowest compared OMol25 entry of this formula, charge and spin) ... 49.8 kcal/mol
Orbital gap ... 0.1665 Ha
Highest occupied orbital energy ... -4.8 eV

The geometry in ORCA input format:
```
! RIJCOSX wB97M-V def2-TZVPD def2/J DEFGRID3
* xyz 0 1
Y -1.58 1.65 1.42
N -1.68 1.58 -3.28
C -1.27 1.73 -2.01
N -2.04 1.72 -0.99
C -3.43 1.56 -1.17
N -4.22 1.43 -0.15
N -3.64 1.32 1.05
C -4.44 1.19 2.17
C -3.82 1.03 3.39
C -4.53 0.94 4.63
C -3.85 0.80 5.79
C -2.43 0.71 5.77
C -1.79 0.78 4.57
N -2.41 0.96 3.38
C -3.96 1.53 -2.53
C -5.32 1.48 -2.82
C -5.76 1.42 -4.14
C -4.84 1.40 -5.18
C -3.48 1.45 -4.91
C -3.05 1.51 -3.59
H -1.01 1.52 -4.03
H -0.20 1.87 -1.88
H -5.52 1.25 2.07
H -5.61 1.00 4.61
H -4.38 0.73 6.74
H -1.86 0.58 6.68
H -0.71 0.68 4.53
H -6.02 1.51 -2.00
H -6.82 1.37 -4.35
H -5.18 1.37 -6.21
H -2.76 1.44 -5.71
Te 2.34 -1.21 2.42
C 3.34 -2.97 1.74
C 3.27 -4.10 2.55
C 3.96 -5.24 2.19
N 4.70 -5.33 1.08
C 4.77 -4.24 0.31
C 4.11 -3.06 0.59
C 1.74 -0.62 0.40
P 2.49 0.92 0.05
C 2.57 1.14 -1.76
C 3.01 0.03 -2.50
C 3.11 0.11 -3.88
C 2.76 1.28 -4.54
C 2.32 2.37 -3.81
C 2.24 2.31 -2.43
C 4.23 1.00 0.58
C 5.24 0.50 -0.24
C 6.55 0.44 0.22
C 6.86 0.91 1.48
C 5.87 1.46 2.28
C 4.56 1.50 1.84
P -0.11 -0.57 0.38
C -0.72 -1.05 -1.30
C 0.06 -1.35 -2.40
C -0.52 -1.78 -3.59
C -1.89 -1.94 -3.67
C -2.69 -1.67 -2.56
C -2.10 -1.23 -1.39
C -0.47 -2.24 1.05
C 0.27 -3.32 0.59
C -0.01 -4.60 1.04
C -1.05 -4.81 1.93
C -1.81 -3.73 2.37
C -1.52 -2.45 1.94
H 2.67 -4.08 3.46
H 3.93 -6.13 2.80
H 5.39 -4.34 -0.57
H 4.22 -2.21 -0.07
H 3.25 -0.88 -1.98
H 3.46 -0.75 -4.43
H 2.84 1.33 -5.61
H 2.05 3.28 -4.33
H 1.93 3.18 -1.86
H 5.02 0.16 -1.24
H 7.32 0.02 -0.41
H 7.88 0.87 1.84
H 6.11 1.86 3.26
H 3.80 1.94 2.47
H 1.13 -1.25 -2.34
H 0.11 -1.99 -4.45
H -2.35 -2.28 -4.59
H -3.76 -1.80 -2.61
H -2.73 -1.00 -0.53
H 1.07 -3.15 -0.12
H 0.59 -5.44 0.69
H -1.28 -5.81 2.27
H -2.63 -3.90 3.06
H -2.10 -1.60 2.29
O 2.01 3.02 3.43
S 0.98 2.54 2.57
O -0.27 3.30 2.55
O 0.68 1.12 2.65
S 1.62 2.83 0.57
Cl -1.52 4.39 0.15
C -2.61 5.21 1.29
Cl -3.19 4.01 2.46
H -3.46 5.59 0.73
H -2.06 5.98 1.81
*
```

Entry 4:
Density functional theory data (ωB97M-V/def2-TZVPD) for the molecule C5H6O.

Results
Relative energy (zero: lowest compared OMol25 entry of this formula, charge and spin) ... 80.3 kcal/mol
Orbital gap ... 0.3362 Ha
SMILES ... C=CC(=C)C=O
Highest occupied orbital energy ... -9.3 eV

The geometry in ORCA input format:
```
! RIJCOSX wB97M-V def2-TZVPD def2/J DEFGRID3
* xyz 0 1
C -1.75 0.50 0.91
C -1.07 -0.33 -0.04
C 0.41 -0.14 -0.16
C 1.33 -0.25 0.82
C 1.01 -0.01 -1.60
H -1.38 1.40 1.61
H -2.92 0.43 0.93
H -1.56 -1.14 -0.77
H 2.41 -0.18 0.69
H 0.92 -0.35 1.76
H 0.42 -0.57 -2.52
O 2.18 0.64 -1.63
*
```

Entry 5:
Density functional theory data (ωB97M-V/def2-TZVPD) for the molecule CHF3N3P3.

Results
Relative energy (zero: lowest compared OMol25 entry of this formula, charge and spin) ... 41.3 kcal/mol
Orbital gap ... 0.2999 Ha
SMILES ... [H]/N=P/N=P\N=P\C(F)(F)F
Highest occupied orbital energy ... -9.3 eV

The geometry in ORCA input format:
```
! RIJCOSX wB97M-V def2-TZVPD def2/J DEFGRID3
* xyz 0 1
C -0.53 1.56 -0.26
N -0.24 -2.25 -0.49
N -1.35 -0.58 0.95
N 1.81 -0.98 0.37
F 0.03 1.19 -1.39
F -1.78 1.81 -0.55
F 0.08 2.76 0.08
P 1.13 -1.54 -0.99
P -1.53 -2.11 0.37
P -0.14 0.39 1.27
H 2.51 -0.26 0.64
*
```

Entry 6:
Density functional theory data (ωB97M-V/def2-TZVPD) for a cluster of 2 separate species, C4H8OS in total.

Results
Relative energy (zero: lowest compared OMol25 entry of this formula, charge and spin) ... 80.2 kcal/mol
Orbital gap ... 0.3302 Ha
SMILES ... C=C=C.CSO
Highest occupied orbital energy ... -8.2 eV

The geometry in ORCA input format:
```
! RIJCOSX wB97M-V def2-TZVPD def2/J DEFGRID3
* xyz 0 1
C 3.30 -1.37 -0.98
C 2.76 -0.97 0.17
C 2.26 -0.61 1.30
C -3.65 1.06 -0.54
O -1.31 0.96 0.61
S -2.28 -0.05 -0.33
H 4.37 -1.63 -1.00
H 2.79 -1.36 -1.93
H 2.13 0.46 1.61
H -0.34 0.79 0.52
H 1.86 -1.32 2.11
H -3.81 1.73 0.42
H -4.63 0.63 -0.46
H -3.45 1.68 -1.49
*
```

Entry 7:
Density functional theory data (ωB97M-V/def2-TZVPD) for a cluster of 9 separate species, C30H46F2O27 in total.

Results
Relative energy (zero: lowest compared OMol25 entry of this formula, charge and spin) ... 127.2 kcal/mol
Orbital gap ... 0.3769 Ha
SMILES ... O=C1OC[C@@H](F)O1.O=C1OC[C@@H](F)O1.CCOC(=O)OC.CCOC(=O)OC.CCOC(=O)OC.O=C1OCCO1.O=C1OCCO1.O=C1OCCO1.O=C1OCCO1
Highest occupied orbital energy ... -10.4 eV

The geometry in ORCA input format:
```
! RIJCOSX wB97M-V def2-TZVPD def2/J DEFGRID3
* xyz 0 1
C -5.66 -4.66 -4.96
C -4.96 -5.30 -3.80
O -3.93 -5.99 -4.46
C -3.66 -5.27 -5.60
O -2.83 -5.52 -6.47
O -4.61 -4.39 -5.78
H -6.28 -3.76 -4.92
H -6.31 -5.37 -5.48
H -5.56 -6.03 -3.27
H -4.74 -4.58 -3.02
C -2.32 -7.16 3.83
C -2.43 -5.78 4.45
O -3.68 -5.36 3.81
C -4.25 -6.40 3.26
O -5.29 -6.37 2.55
O -3.60 -7.53 3.42
H -1.81 -7.85 4.50
H -1.64 -7.04 2.99
H -1.67 -5.01 4.30
H -2.63 -5.90 5.51
C -1.97 -0.40 -5.83
C -0.61 -0.80 -6.32
O 0.17 -0.18 -5.36
C -0.40 0.88 -4.89
O 0.18 1.78 -4.17
O -1.62 0.79 -5.16
H -2.35 -1.12 -5.10
H -2.70 -0.24 -6.63
H -0.28 -0.29 -7.22
H -0.47 -1.86 -6.49
C -5.30 6.55 -4.41
C -5.80 5.39 -5.30
O -6.05 4.34 -4.42
C -5.73 4.77 -3.10
O -6.08 4.07 -2.12
O -5.34 6.00 -3.08
H -5.93 7.42 -4.62
H -4.26 6.72 -4.66
H -5.15 5.13 -6.14
H -6.73 5.67 -5.81
C 8.53 3.42 8.62
C 7.37 3.32 7.59
O 6.42 2.28 7.78
C 5.09 2.62 7.72
O 4.66 3.78 7.47
O 4.44 1.51 7.85
C 3.06 1.48 7.61
H 9.38 2.79 8.37
H 8.18 3.09 9.60
H 8.79 4.47 8.69
H 7.84 3.18 6.62
H 6.91 4.30 7.43
H 2.80 0.43 7.73
H 3.12 1.47 6.52
H 2.42 2.16 8.19
C -0.24 6.13 -0.35
C -1.29 6.39 0.69
O -0.79 6.52 2.07
C -1.25 5.81 3.13
O -2.12 4.92 3.07
O -0.55 6.06 4.32
C -0.65 5.09 5.37
H 0.15 5.12 -0.21
H 0.65 6.75 -0.33
H -0.64 6.16 -1.36
H -2.12 5.68 0.67
H -1.82 7.33 0.53
H -1.58 5.40 5.86
H 0.12 5.25 6.12
H -0.79 4.05 5.07
C 1.10 -4.92 -1.50
C 2.54 -5.30 -1.85
O 2.85 -5.41 -3.24
C 3.87 -6.11 -3.65
O 4.46 -6.86 -2.92
O 4.29 -5.74 -4.90
C 5.63 -5.90 -5.25
H 0.95 -4.82 -0.43
H 0.44 -5.66 -1.96
H 0.98 -3.94 -1.97
H 2.90 -6.19 -1.35
H 3.18 -4.49 -1.51
H 6.23 -5.07 -4.88
H 5.80 -5.84 -6.33
H 5.95 -6.87 -4.86
C 4.62 1.13 -1.02
C 3.47 0.99 0.03
O 3.87 2.14 0.82
C 5.21 2.18 0.81
O 5.89 2.96 1.41
O 5.67 1.41 -0.16
F 3.56 -0.18 0.71
H 4.30 1.95 -1.66
H 4.66 0.26 -1.68
H 2.46 1.18 -0.32
C -2.73 1.10 0.02
C -3.28 -0.25 0.01
O -2.74 -0.87 1.17
C -1.78 -0.07 1.70
O -1.27 -0.25 2.77
O -1.60 1.02 0.86
F -2.95 -0.93 -0.98
H -3.49 1.70 0.52
H -2.48 1.62 -0.91
H -4.37 -0.26 0.05
*
```

Entry 8:
Density functional theory data (ωB97M-V/def2-TZVPD) for the molecule C5H7Cl.

Results
Relative energy (zero: lowest compared OMol25 entry of this formula, charge and spin) ... 22.0 kcal/mol
Orbital gap ... 0.3320 Ha
SMILES ... C=C/C=C(/C)Cl
Highest occupied orbital energy ... -8.4 eV

The geometry in ORCA input format:
```
! RIJCOSX wB97M-V def2-TZVPD def2/J DEFGRID3
* xyz 0 1
C 2.19 0.50 0.11
C 0.83 -0.12 -0.12
C -0.30 0.59 -0.28
C -1.67 0.24 -0.12
C -2.20 -0.97 0.13
H 2.79 0.30 -0.74
H 2.04 1.56 0.35
H 2.66 -0.02 0.99
H -0.13 1.66 -0.45
H -2.35 1.12 -0.23
H -1.49 -1.79 0.40
H -3.24 -1.22 0.12
Cl 0.87 -1.85 -0.16
*
```

Entry 9:
Density functional theory data (ωB97M-V/def2-TZVPD) for a cluster of 13 separate species, C44H115Br8N9O9 in total.

Results
Orbital gap ... 0.3359 Ha
Highest occupied orbital energy ... -8.9 eV

The geometry in ORCA input format:
```
! RIJCOSX wB97M-V def2-TZVPD def2/J DEFGRID3
* xyz 0 1
Br -13.96 -27.02 -1.47
C -13.69 -27.76 0.36
C -12.91 -26.85 1.25
Br -12.81 -27.80 2.97
H -13.26 -28.75 0.27
H -14.69 -27.98 0.73
H -13.40 -25.89 1.43
H -11.98 -26.75 0.67
Br -18.23 -29.94 -1.40
C -16.53 -29.69 -2.35
C -15.46 -30.47 -1.67
Br -13.77 -30.51 -2.76
H -16.28 -28.60 -2.26
H -16.74 -30.03 -3.33
H -15.72 -31.58 -1.62
H -15.12 -29.96 -0.76
Br -14.18 -23.43 5.00
C -15.33 -25.12 4.94
C -15.50 -25.45 6.43
Br -16.33 -27.22 6.56
H -14.84 -25.90 4.45
H -16.24 -24.74 4.39
H -16.20 -24.83 6.98
H -14.50 -25.58 6.91
Br -8.79 -22.33 6.43
C -10.10 -23.04 5.18
C -10.06 -22.49 3.82
Br -8.36 -22.92 2.97
H -11.05 -22.83 5.64
H -10.08 -24.15 5.28
H -10.06 -21.39 3.81
H -10.77 -22.91 3.17
C -14.24 -22.77 -6.32
C -14.31 -22.45 -4.87
C -15.63 -21.74 -4.60
O -15.66 -20.54 -5.37
C -16.76 -19.81 -4.87
N -14.33 -23.53 -3.90
H -15.18 -23.31 -6.67
H -13.39 -23.33 -6.51
H -14.15 -21.87 -6.89
H -13.52 -21.67 -4.61
H -15.71 -21.45 -3.58
H -16.51 -22.38 -4.84
H -16.83 -18.90 -5.45
H -16.59 -19.56 -3.79
H -17.65 -20.44 -4.84
H -14.77 -24.42 -4.16
H -13.37 -23.82 -3.69
C -15.32 -18.70 5.47
C -14.44 -19.88 5.99
C -13.03 -19.67 5.36
O -12.83 -20.08 3.98
C -11.98 -19.24 3.22
N -14.25 -19.76 7.43
H -15.13 -18.62 4.42
H -15.09 -17.77 6.01
H -16.42 -18.91 5.58
H -14.91 -20.82 5.71
H -12.33 -20.19 6.00
H -12.79 -18.61 5.49
H -12.03 -19.47 2.21
H -10.93 -19.24 3.61
H -12.36 -18.22 3.30
H -13.80 -20.60 7.77
H -15.07 -19.37 7.91
C -17.26 -16.38 -0.68
C -17.74 -17.84 -0.80
C -17.82 -18.63 0.52
O -18.11 -19.96 0.27
C -16.92 -20.72 -0.16
N -19.08 -17.77 -1.49
H -16.95 -15.96 -1.69
H -16.36 -16.29 -0.07
H -18.12 -15.90 -0.26
H -17.11 -18.40 -1.44
H -18.64 -18.30 1.24
H -16.89 -18.51 1.06
H -16.34 -20.22 -0.94
H -17.27 -21.62 -0.67
H -16.42 -20.97 0.72
H -19.79 -17.22 -0.99
H -19.46 -18.68 -1.66
C -9.10 -22.32 -4.73
C -10.48 -22.77 -4.28
C -10.33 -24.16 -3.64
O -9.38 -24.14 -2.67
C -9.41 -25.27 -1.81
N -11.09 -21.95 -3.23
H -9.27 -21.45 -5.35
H -8.60 -23.13 -5.30
H -8.45 -22.21 -3.83
H -11.13 -22.90 -5.13
H -10.01 -24.86 -4.45
H -11.29 -24.55 -3.29
H -9.37 -26.11 -2.47
H -10.28 -25.45 -1.14
H -8.51 -25.16 -1.19
H -10.94 -20.99 -3.43
H -10.57 -22.10 -2.39
C -11.96 -17.69 -2.71
C -13.44 -17.92 -2.22
C -14.39 -17.02 -3.05
O -13.95 -15.66 -2.91
C -14.90 -14.72 -3.33
N -14.03 -19.28 -2.44
H -11.49 -16.99 -1.95
H -11.99 -17.21 -3.70
H -11.31 -18.63 -2.85
H -13.45 -17.77 -1.11
H -15.45 -17.13 -2.78
H -14.40 -17.26 -4.14
H -14.31 -13.88 -3.65
H -15.60 -14.41 -2.54
H -15.46 -15.10 -4.15
H -13.64 -19.97 -1.78
H -13.70 -19.57 -3.38
C -16.99 -29.61 2.45
C -17.83 -30.55 3.35
C -18.64 -29.69 4.30
O -19.65 -29.01 3.55
C -20.08 -27.72 3.87
N -18.52 -31.59 2.64
H -16.46 -30.21 1.76
H -16.28 -28.99 3.03
H -17.71 -28.99 1.96
H -17.12 -31.02 4.02
H -18.00 -28.94 4.74
H -19.12 -30.24 5.12
H -19.36 -26.89 3.61
H -20.27 -27.69 4.98
H -21.03 -27.53 3.35
H -18.06 -31.81 1.79
H -19.48 -31.29 2.46
C -17.86 -26.03 -3.68
C -17.57 -25.84 -5.15
C -16.34 -26.70 -5.55
O -15.31 -26.47 -4.58
C -14.01 -26.82 -4.95
N -18.73 -26.17 -5.91
H -18.55 -26.93 -3.61
H -18.22 -25.15 -3.18
H -16.91 -26.17 -3.12
H -17.41 -24.76 -5.31
H -15.87 -26.40 -6.53
H -16.58 -27.74 -5.56
H -13.85 -27.92 -4.90
H -13.30 -26.38 -4.22
H -13.76 -26.51 -5.92
H -18.91 -27.15 -5.87
H -18.73 -26.04 -6.95
C -19.32 -22.51 2.33
C -19.25 -21.81 3.66
C -18.25 -22.55 4.58
O -18.67 -23.91 4.76
C -19.93 -24.21 5.33
N -18.85 -20.45 3.57
H -19.58 -23.58 2.49
H -18.27 -22.55 1.82
H -20.01 -21.98 1.62
H -20.18 -21.79 4.20
H -18.13 -21.98 5.52
H -17.22 -22.57 4.14
H -20.26 -23.50 6.20
H -19.80 -25.22 5.75
H -20.76 -24.27 4.62
H -19.66 -19.86 3.58
H -18.25 -20.31 2.76
C -13.08 -23.23 1.28
C -14.06 -23.59 0.09
C -15.47 -23.74 0.66
O -15.43 -24.90 1.51
C -16.68 -25.31 2.06
N -14.17 -22.44 -0.89
H -11.98 -23.33 1.08
H -13.22 -23.82 2.22
H -13.29 -22.21 1.57
H -13.90 -24.66 -0.23
H -16.20 -23.91 -0.12
H -15.77 -22.84 1.23
H -16.49 -26.15 2.77
H -17.40 -25.63 1.31
H -17.22 -24.46 2.51
H -14.24 -22.87 -1.86
H -13.31 -21.87 -0.93
*
```